[1]
Below is C37H95Ag2FNO28P3 as an isolated structure, with properties calculated with ωB97M-V/def2-TZVPD.

As for the total energy: -5045.89484 a.u.

ORCA input file:
```
! wB97M-V def2-TZVPD RIJCOSX def2/J DEFGRID3
* xyz 0 1
Ag 6.44 25.29 0.11
Ag 5.56 25.75 -3.83
F 4.87 25.67 -1.59
N 8.50 24.48 -2.78
O 7.84 25.23 -3.50
O 9.27 23.64 -3.28
O 8.49 24.75 -1.56
C 9.82 21.26 -1.17
O 10.76 20.46 -1.84
P 11.03 18.95 -1.29
O 9.81 18.19 -0.85
O 11.98 18.24 -2.44
C 11.43 18.10 -3.73
O 12.15 19.16 -0.09
C 13.43 19.65 -0.37
H 10.38 22.11 -0.77
H 9.32 20.80 -0.32
H 9.14 21.69 -1.90
H 11.11 17.07 -3.89
H 12.02 18.42 -4.58
H 10.53 18.71 -3.84
H 13.68 19.68 -1.43
H 14.16 19.02 0.15
H 13.51 20.66 0.04
C 15.08 19.51 -4.12
O 14.22 20.57 -4.45
P 13.70 20.76 -5.98
O 13.18 19.54 -6.70
O 12.55 21.91 -5.79
C 11.58 21.69 -4.78
O 14.98 21.46 -6.67
C 15.43 22.74 -6.19
H 16.07 19.91 -3.90
H 15.16 18.63 -4.77
H 14.71 18.94 -3.27
H 10.70 22.16 -5.21
H 11.76 22.30 -3.90
H 11.33 20.64 -4.62
H 14.61 23.34 -5.80
H 15.80 23.41 -6.96
H 16.25 22.67 -5.47
C 4.46 21.26 -7.91
O 4.81 22.42 -7.15
P 4.85 22.39 -5.49
O 5.21 23.68 -4.87
O 5.77 21.10 -5.09
C 7.18 21.22 -5.25
O 3.37 21.88 -5.08
C 3.09 21.55 -3.74
H 4.27 20.42 -7.25
H 5.25 20.94 -8.59
H 3.62 21.52 -8.55
H 7.80 21.14 -4.35
H 7.46 22.22 -5.59
H 7.53 20.46 -5.94
H 2.77 20.51 -3.71
H 2.31 22.14 -3.25
H 3.93 21.50 -3.05
C 8.97 25.76 -6.60
O 10.37 25.87 -6.71
C 10.99 25.92 -5.37
C 12.40 26.54 -5.40
O 12.34 27.88 -5.80
C 13.53 28.69 -5.82
H 8.50 26.52 -5.98
H 8.65 24.80 -6.20
H 8.67 25.94 -7.63
H 11.11 24.87 -5.11
H 10.34 26.39 -4.63
H 13.00 26.02 -6.14
H 12.90 26.50 -4.43
H 14.23 28.60 -6.65
H 14.10 28.64 -4.90
H 13.19 29.72 -5.92
C 5.48 28.60 -2.59
O 5.25 28.21 -3.94
C 6.22 28.52 -4.93
C 5.84 27.84 -6.22
O 5.88 26.40 -6.07
C 5.52 25.68 -7.25
H 4.64 28.47 -1.91
H 5.70 29.66 -2.44
H 6.30 28.01 -2.20
H 7.19 28.29 -4.49
H 6.15 29.60 -5.05
H 6.47 28.15 -7.05
H 4.82 28.15 -6.44
H 4.46 25.56 -7.49
H 5.99 24.70 -7.33
H 5.96 26.10 -8.16
C 6.08 28.56 0.92
O 6.92 27.44 1.01
C 8.13 27.75 1.68
C 9.15 26.70 1.40
O 8.52 25.43 1.57
C 9.46 24.35 1.41
H 6.06 29.17 1.82
H 5.07 28.20 0.70
H 6.25 29.21 0.06
H 7.94 27.65 2.75
H 8.58 28.68 1.34
H 10.03 26.95 1.99
H 9.42 26.82 0.35
H 8.91 23.55 0.91
H 9.86 23.90 2.32
H 10.32 24.67 0.82
C 9.37 27.82 -2.24
O 9.92 29.00 -1.60
C 10.94 29.71 -2.35
C 12.34 29.05 -2.27
O 12.95 29.15 -0.97
C 12.14 29.01 0.22
H 8.56 27.43 -1.63
H 10.20 27.12 -2.37
H 8.94 27.95 -3.23
H 11.12 30.71 -1.97
H 10.62 29.86 -3.38
H 13.06 29.52 -2.95
H 12.31 28.01 -2.58
H 12.77 29.12 1.10
H 11.68 28.02 0.22
H 11.34 29.74 0.26
C 5.70 22.52 -1.18
O 6.06 22.89 0.14
C 4.95 22.86 1.03
C 5.40 23.26 2.42
O 5.77 24.63 2.52
C 6.42 25.02 3.72
H 6.53 22.67 -1.87
H 4.94 23.19 -1.58
H 5.46 21.46 -1.25
H 4.53 21.86 1.05
H 4.11 23.45 0.67
H 6.29 22.70 2.71
H 4.55 23.02 3.05
H 5.95 24.63 4.61
H 6.33 26.11 3.74
H 7.46 24.71 3.83
C 9.60 31.72 -7.62
O 8.88 30.65 -6.97
C 9.71 29.48 -6.91
C 9.89 28.77 -8.36
O 10.62 29.56 -9.36
C 12.01 29.54 -9.23
H 9.28 31.75 -8.66
H 10.68 31.79 -7.56
H 9.32 32.65 -7.14
H 9.26 28.81 -6.18
H 10.67 29.74 -6.46
H 8.89 28.68 -8.79
H 10.27 27.75 -8.32
H 12.36 28.54 -8.98
H 12.26 30.23 -8.42
H 12.50 29.90 -10.14
C 12.86 24.85 -0.39
C 12.47 24.67 -1.84
C 13.76 24.12 -2.44
O 14.75 24.92 -1.77
C 14.35 25.08 -0.39
H 12.57 23.93 0.12
H 12.25 25.63 0.08
H 12.25 25.60 -2.37
H 11.64 23.98 -1.97
H 13.93 24.08 -3.51
H 13.84 23.07 -2.14
H 14.69 26.10 -0.24
H 14.94 24.43 0.26
*
```



[2]
Below is C20H25N5OSV as an isolated structure, with properties calculated with ωB97M-V/def2-TZVPD.

As for the total energy: -2467.91866 a.u.

ORCA input file:
```
! wB97M-V def2-TZVPD RIJCOSX def2/J DEFGRID3
* xyz 2 4
V 0.19 -0.19 -0.74
C 1.79 2.33 -1.38
N 0.61 2.00 -0.54
C 0.85 2.30 0.91
C 0.36 1.17 1.77
N 0.23 -0.04 1.28
C -0.18 -0.84 2.36
C -0.49 -2.20 2.41
C -0.85 -2.71 3.64
C -0.91 -1.90 4.79
C -0.61 -0.56 4.74
C -0.25 -0.05 3.50
N 0.09 1.23 3.08
C 2.67 1.11 -1.43
N 2.19 -0.08 -1.15
C 3.27 -0.97 -1.32
C 3.34 -2.35 -1.14
C 4.56 -2.95 -1.38
C 5.68 -2.20 -1.79
C 5.62 -0.84 -1.97
C 4.39 -0.25 -1.72
N 3.96 1.08 -1.78
H 2.33 3.20 -1.01
H 1.44 2.57 -2.39
H -0.16 2.58 -0.86
H 0.38 3.25 1.19
H 1.92 2.42 1.06
H -0.44 -2.84 1.54
H -1.09 -3.77 3.73
H -1.19 -2.35 5.73
H -0.65 0.06 5.63
H 0.17 2.05 3.66
H 2.49 -2.93 -0.82
H 4.66 -4.02 -1.26
H 6.62 -2.72 -1.97
H 6.49 -0.27 -2.28
H 4.52 1.88 -2.04
C -4.72 -1.32 -2.92
C -4.41 -0.72 -1.55
S -2.95 0.33 -1.58
O -1.81 -0.56 -0.99
C -3.37 1.48 -0.26
C -3.99 2.75 -0.82
H -5.70 -1.79 -2.88
H -4.00 -2.08 -3.20
H -4.76 -0.56 -3.70
H -4.15 -1.48 -0.81
H -5.22 -0.11 -1.16
H -2.42 1.64 0.25
H -4.02 0.96 0.44
H -3.36 3.21 -1.58
H -4.15 3.47 -0.02
H -4.97 2.55 -1.27
*
```



[3]
Below is C6H14N3Pt as an isolated structure, with properties calculated with ωB97M-V/def2-TZVPD.

As for the total energy: -520.51716 a.u. The energy relative to the best compared isomer or geometry (same formula, charge and spin) is 0.0 kJ/mol.

ORCA input file:
```
! wB97M-V def2-TZVPD RIJCOSX def2/J DEFGRID3
* xyz -1 3
C -2.14 -1.45 -2.30
Pt -1.05 -0.58 -0.84
N 0.27 0.36 -2.23
H -1.99 -1.27 0.28
H -2.30 0.44 -1.07
H -3.13 -1.75 -1.95
H -1.59 -2.36 -2.57
H -2.21 -0.81 -3.18
H 1.24 0.09 -2.07
H 0.20 1.38 -2.16
H 0.02 0.10 -3.18
N 0.72 -1.82 1.26
C 0.84 -0.48 1.44
C 1.68 0.10 2.42
C 1.77 1.48 2.52
C 1.00 2.27 1.66
C 0.16 1.66 0.74
N 0.11 0.31 0.60
H 0.02 -2.21 0.62
H 1.19 -2.46 1.89
H 2.23 -0.57 3.09
H 2.42 1.96 3.27
H 1.03 3.37 1.71
H -0.49 2.23 0.07
*
```



[4]
Below is one molecule with the formula C2H4N2O3S, with properties calculated with ωB97M-V/def2-TZVPD.

As for the total energy: -811.89475 a.u. The energy relative to the best compared isomer or geometry (same formula, charge and spin) is 391.6 kJ/mol. As for the structure (SMILES): CC(=O)N1NS1(=O)=O.

ORCA input file:
```
! wB97M-V def2-TZVPD RIJCOSX def2/J DEFGRID3
* xyz 0 1
C 0.45 -0.23 -0.82
C -0.17 -0.38 0.61
O -0.99 -1.05 1.07
N 0.72 0.71 1.49
N 0.26 0.88 2.90
S -0.11 2.04 1.80
O 0.72 3.23 1.81
O -1.43 2.14 1.20
H -0.27 -0.11 -1.62
H 0.91 -1.12 -1.10
H 1.09 0.59 -0.74
H -0.56 0.11 2.99
*
```



[5]
Below is C57H73F2GeN4O2Si4TcTe as an isolated structure, with properties calculated with ωB97M-V/def2-TZVPD.

As for the total energy: -6368.77985 a.u.

ORCA input file:
```
! wB97M-V def2-TZVPD RIJCOSX def2/J DEFGRID3
* xyz -1 2
Tc -0.75 0.35 0.80
F -2.41 5.71 0.96
C -1.83 4.65 1.59
C -1.72 3.44 0.92
C -1.19 2.30 1.53
C -0.70 2.48 2.86
C -0.82 3.72 3.50
F -0.43 3.89 4.79
C -1.39 4.82 2.89
C -0.21 1.30 3.53
C 0.48 1.26 4.75
C 0.71 0.04 5.35
C 0.23 -1.12 4.74
C -0.33 -1.00 3.49
N -0.52 0.16 2.89
H -2.11 3.39 -0.08
H -1.49 5.75 3.41
H 0.85 2.16 5.20
H 1.26 -0.02 6.28
H 0.34 -2.08 5.20
H -0.65 -1.87 2.95
C 2.05 -6.28 1.45
C 1.89 -4.79 1.26
C 2.34 -3.90 2.21
C 2.08 -2.51 2.14
C 2.63 -1.60 3.14
O 2.72 -0.38 2.96
C 3.22 -2.19 4.38
C 4.38 -1.62 4.92
C 4.98 -2.13 6.05
C 4.43 -3.24 6.68
C 3.25 -3.78 6.19
C 2.65 -3.27 5.07
C 1.36 -2.01 1.00
O 0.90 -0.83 0.91
C 1.23 -2.91 -0.11
C 1.37 -4.29 0.07
C 1.33 -2.32 -1.41
N 1.16 -1.04 -1.60
C 2.06 -0.37 -2.49
C 3.33 -0.16 -1.69
Te 4.78 1.10 -2.67
C 4.95 -0.41 -4.17
C 5.84 -1.46 -3.98
C 5.88 -2.53 -4.85
C 5.01 -2.56 -5.94
C 4.13 -1.51 -6.14
C 4.10 -0.44 -5.26
C 1.86 -3.23 -2.46
C 3.09 -3.87 -2.34
C 3.51 -4.77 -3.31
C 2.69 -5.06 -4.39
C 1.48 -4.41 -4.53
C 1.07 -3.50 -3.58
H 2.73 -6.49 2.27
H 2.43 -6.74 0.54
H 1.08 -6.74 1.68
H 2.95 -4.28 3.01
H 4.80 -0.76 4.41
H 5.87 -1.67 6.44
H 4.91 -3.67 7.55
H 2.79 -4.62 6.70
H 1.72 -3.70 4.72
H 1.13 -4.96 -0.74
H 1.64 0.59 -2.77
H 2.28 -0.95 -3.41
H 3.80 -1.12 -1.50
H 3.08 0.30 -0.74
H 6.51 -1.44 -3.12
H 6.57 -3.34 -4.69
H 5.01 -3.40 -6.62
H 3.46 -1.53 -6.99
H 3.40 0.37 -5.42
H 3.72 -3.67 -1.49
H 4.46 -5.27 -3.20
H 3.01 -5.79 -5.13
H 0.85 -4.64 -5.38
H 0.12 -3.00 -3.66
C -5.30 -0.81 -0.71
Si -4.50 -0.01 0.84
C -5.63 -0.33 2.37
C -4.62 1.87 0.58
Si -1.04 1.35 -1.40
Si 0.67 3.28 -1.92
C 1.83 3.53 -3.48
C -0.10 5.04 -1.83
C 1.87 3.16 -0.44
Si -2.86 2.66 -2.85
C -4.19 1.41 -3.48
C -3.90 4.16 -2.19
C -2.20 3.38 -4.53
H -6.31 -0.43 -0.87
H -5.34 -1.89 -0.64
H -4.71 -0.56 -1.59
H -6.69 -0.17 2.16
H -5.37 0.37 3.16
H -5.51 -1.33 2.76
H -5.64 2.20 0.43
H -4.04 2.15 -0.29
H -4.22 2.40 1.44
H 1.26 3.88 -4.34
H 2.35 2.62 -3.78
H 2.60 4.28 -3.28
H -0.54 5.34 -2.78
H 0.65 5.79 -1.57
H -0.88 5.10 -1.09
H 1.54 2.36 0.23
H 1.89 4.07 0.15
H 2.89 2.93 -0.73
H -5.00 1.30 -2.76
H -3.75 0.42 -3.61
H -4.63 1.70 -4.43
H -3.65 4.42 -1.17
H -4.96 3.94 -2.21
H -3.73 5.05 -2.78
H -1.97 2.59 -5.24
H -1.30 3.96 -4.39
H -2.94 4.03 -5.00
C -1.47 -3.90 1.91
Ge -2.69 -2.66 0.89
C -2.33 -3.16 -1.01
C -4.42 -3.58 1.38
C -2.74 -0.65 1.22
H -1.68 -4.91 1.56
H -1.65 -3.87 2.98
H -0.42 -3.71 1.72
H -2.36 -4.25 -1.11
H -1.33 -2.83 -1.29
H -3.07 -2.74 -1.69
H -4.42 -4.58 0.95
H -5.31 -3.07 1.07
H -4.47 -3.70 2.46
H -2.73 -0.60 2.32
C -1.74 -2.20 -5.40
N -1.26 -1.03 -4.72
C -0.53 -0.02 -5.29
C -0.30 0.89 -4.31
N -0.87 0.46 -3.16
C -1.44 -0.70 -3.43
H -0.91 -2.69 -5.91
H -2.50 -1.93 -6.14
H -2.18 -2.88 -4.67
H -0.26 -0.04 -6.33
H 0.22 1.82 -4.34
H -1.96 -1.29 -2.70
*
```